This record from the OMol25 dataset describes C32H80AuGe2NSbSi6 as an isolated structure. The level of theory is ωB97M-V with the def2-TZVPD basis set.

XYZ file:
```
123
Properties=species:S:1:pos:R:3:forces:R:3
Au 0.174 0.294 -0.292 0.36 -0.49 -0.93
C -0.966 2.553 2.757 0.02 0.07 -0.01
Si 0.170 1.505 3.795 0.03 -0.18 0.13
C -0.601 1.220 5.468 -0.05 0.06 0.06
C 1.839 2.334 3.996 0.01 0.06 -0.04
Ge 0.495 -0.826 3.097 0.13 0.18 0.00
Si 1.963 -1.808 4.805 -0.08 -0.10 0.09
C 3.213 -0.561 5.391 0.06 0.03 -0.03
C 2.761 -3.430 4.316 0.11 0.03 -0.03
C 0.709 -2.156 6.156 -0.04 -0.03 -0.02
Si -1.031 -2.573 2.380 0.05 0.04 0.10
C -0.166 -4.204 2.600 -0.04 -0.10 0.03
C -1.776 -2.535 0.671 0.10 0.08 -0.09
C -2.255 -2.275 3.758 -0.13 -0.11 0.02
H -0.681 3.596 2.920 -0.03 0.02 -0.02
H -1.998 2.440 3.085 -0.02 -0.03 -0.05
H -0.906 2.336 1.690 -0.03 0.03 -0.04
H -0.846 2.211 5.866 -0.01 -0.02 0.02
H 0.081 0.750 6.177 -0.01 0.02 -0.01
H -1.532 0.650 5.437 0.02 -0.02 -0.01
H 1.929 3.204 3.341 0.02 -0.03 -0.03
H 2.701 1.691 3.842 0.01 -0.03 0.01
H 1.899 2.702 5.024 0.00 0.04 -0.02
H 3.898 -0.239 4.606 0.02 0.00 0.00
H 3.814 -1.037 6.171 -0.02 0.01 0.01
H 2.747 0.324 5.825 0.01 -0.02 0.01
H 3.822 -3.406 4.574 -0.01 -0.01 -0.02
H 2.679 -3.697 3.265 -0.02 0.00 -0.03
H 2.304 -4.235 4.894 0.03 -0.02 0.00
H -0.057 -1.397 6.312 0.02 -0.01 0.00
H 1.270 -2.238 7.093 -0.01 -0.02 0.00
H 0.217 -3.117 5.993 -0.03 0.03 0.00
H 0.686 -4.354 1.934 0.02 0.04 0.00
H -0.887 -4.997 2.377 0.00 0.01 0.01
H 0.170 -4.356 3.626 0.02 0.00 -0.01
H -1.061 -2.969 -0.031 -0.05 0.01 -0.04
H -2.053 -1.549 0.300 -0.05 -0.01 0.04
H -2.663 -3.176 0.673 -0.01 0.02 -0.01
H -1.777 -2.061 4.717 -0.01 0.00 -0.01
H -2.832 -3.194 3.900 -0.03 0.03 0.01
H -2.958 -1.473 3.532 0.02 0.05 0.00
C 4.708 -1.019 1.718 0.08 0.00 0.02
C 4.275 0.298 1.736 -0.02 0.05 -0.02
C 2.969 0.578 1.387 0.13 -0.05 -0.10
N 2.099 -0.374 1.000 -0.36 0.15 0.39
C 2.525 -1.651 1.005 0.03 -0.15 -0.20
C 3.812 -2.012 1.356 -0.08 -0.01 -0.06
H 5.728 -1.270 1.979 0.00 0.01 0.01
H 4.942 1.105 2.011 -0.01 0.00 0.00
H 2.607 1.593 1.380 -0.05 0.03 0.05
H 1.806 -2.396 0.672 0.01 0.03 0.06
H 4.111 -3.051 1.328 -0.03 -0.01 0.01
C 1.029 -4.503 -1.505 -0.04 0.06 -0.01
C 0.538 -3.645 -2.667 -0.02 -0.04 0.36
C -0.905 -3.973 -3.030 0.05 -0.01 -0.05
Sb 0.924 -1.526 -2.340 -0.06 0.19 -0.55
C 3.015 -1.390 -2.888 0.18 -0.13 0.29
C 3.887 -2.551 -2.414 -0.06 0.03 -0.08
C 3.573 -0.032 -2.479 0.01 -0.03 -0.05
C 0.190 -0.932 -4.290 -0.22 -0.11 -0.16
C 0.988 0.147 -5.011 0.03 0.02 0.20
C -1.279 -0.570 -4.235 -0.06 0.60 0.29
H 0.923 -5.561 -1.754 0.03 0.00 -0.01
H 0.423 -4.327 -0.611 0.04 -0.05 -0.01
H 2.076 -4.325 -1.255 -0.01 -0.01 -0.02
H 1.166 -3.802 -3.549 0.08 -0.02 0.04
H -1.593 -3.825 -2.197 0.01 0.06 0.06
H -0.953 -5.031 -3.300 -0.04 0.00 0.00
H -1.272 -3.412 -3.887 0.02 0.01 -0.03
H 2.966 -1.455 -3.975 -0.07 0.06 -0.02
H 3.854 -2.697 -1.336 0.01 0.03 0.09
H 4.927 -2.352 -2.681 -0.01 -0.01 -0.02
H 3.605 -3.487 -2.897 0.01 -0.01 0.06
H 3.683 0.041 -1.395 -0.02 0.00 0.06
H 2.942 0.795 -2.815 0.02 0.01 0.00
H 4.565 0.108 -2.914 -0.01 0.03 0.00
H 0.272 -1.878 -4.833 0.14 -0.01 -0.03
H 0.938 1.098 -4.472 0.01 -0.03 -0.01
H 0.575 0.306 -6.010 -0.02 0.02 0.03
H 2.038 -0.102 -5.135 0.04 -0.01 -0.04
H -1.381 0.388 -3.689 -0.09 -0.10 0.10
H -1.890 -1.313 -3.725 -0.09 -0.05 -0.07
H -1.695 -0.352 -5.222 0.04 -0.23 -0.05
C 1.630 3.351 -0.392 0.11 0.02 -0.03
Si 0.122 3.643 -1.438 0.08 0.00 0.29
C -1.099 4.630 -0.421 -0.11 0.07 0.03
C 0.592 4.368 -3.068 0.15 0.03 -0.05
Ge -1.463 1.684 -1.456 -0.30 0.65 -0.10
Si -2.711 2.936 -3.483 0.19 -0.53 -0.10
C -4.172 1.873 -3.905 -0.19 0.10 -0.12
C -3.187 4.649 -2.967 -0.03 0.02 -0.10
C -1.587 2.900 -4.976 0.02 0.08 -0.02
Si -3.688 1.006 -0.537 0.03 -0.15 0.45
C -3.420 0.612 1.278 -0.05 -0.13 -0.03
C -4.809 2.494 -0.506 -0.03 0.12 -0.10
C -4.259 -0.462 -1.533 -0.09 -0.07 0.06
H 2.137 4.313 -0.253 -0.01 -0.01 -0.01
H 2.357 2.660 -0.822 -0.06 -0.03 -0.01
H 1.303 2.999 0.587 0.04 0.00 0.03
H -0.954 5.694 -0.640 0.02 -0.03 -0.08
H -0.898 4.495 0.640 -0.03 -0.07 0.04
H -2.152 4.421 -0.612 0.05 0.00 0.09
H 1.206 5.244 -2.826 -0.02 -0.01 0.04
H -0.232 4.714 -3.683 -0.01 -0.03 -0.02
H 1.229 3.702 -3.652 -0.06 -0.01 -0.04
H -4.977 1.817 -3.180 0.05 -0.06 0.00
H -3.898 0.870 -4.230 0.05 -0.02 0.05
H -4.590 2.373 -4.790 0.00 -0.02 0.01
H -3.756 4.745 -2.046 0.00 -0.05 -0.01
H -3.850 4.966 -3.784 0.03 0.05 0.02
H -2.344 5.339 -2.954 -0.03 0.02 0.05
H -2.067 2.306 -5.756 0.00 -0.04 0.04
H -0.596 2.491 -4.801 -0.03 0.05 -0.02
H -1.468 3.910 -5.373 0.02 0.01 0.00
H -3.662 1.501 1.861 0.05 0.01 0.04
H -2.415 0.284 1.541 0.00 0.01 0.00
H -4.125 -0.171 1.576 -0.02 0.01 -0.02
H -4.297 3.366 -0.093 -0.03 0.00 0.01
H -5.602 2.243 0.207 0.03 -0.06 0.02
H -5.301 2.774 -1.433 0.09 0.03 0.00
H -4.274 -1.353 -0.901 0.04 0.03 0.00
H -3.648 -0.679 -2.405 0.03 0.00 -0.07
H -5.281 -0.296 -1.879 0.01 0.02 -0.02
```
Positions in Å, forces in eV/Å.

Results
Kohn-Sham gap (alpha / beta)	5.789 / 5.788	eV
charge	+3
lowest unoccupied orbital energy (alpha / beta)	-9.4 / -9.4	eV
E	-206479.5181	eV
max |F|	1.1	eV/A